Record 1
{
  "formula": "C14H13Cl2IrN2O4SbSe4",
  "method": "the ωB97M-V functional and the def2-TZVPD basis",
  "symbols": ["Ir", "C", "C", "O", "C", "C", "C", "N", "N", "C", "O", "C", "C", "C", "C", "C", "C", "H", "H", "H", "H", "H", "H", "H", "H", "H", "H", "H", "H", "Cl", "C", "Cl", "C", "O", "O", "H", "Se", "Sb", "Se", "Se", "Se"],
  "positions_angstrom": [[0.735041, -1.134832, -0.071727], [5.005741, -1.270532, -0.713627], [3.596341, -0.735532, -0.572527], [2.687841, -1.606632, -0.464927], [3.416841, 0.655668, -0.557727], [2.209241, 1.349768, -0.475327], [2.184941, 2.848968, -0.501127], [1.033241, 0.737068, -0.362227], [-0.064859, 1.526468, -0.345227], [-1.176459, 0.884268, -0.087727], [-1.190359, -0.375032, 0.181173], [-2.421159, 1.666368, -0.148527], [-2.347259, 3.059568, -0.151427], [-3.492259, 3.821068, -0.266327], [-4.726859, 3.199568, -0.375027], [-4.810659, 1.817268, -0.372727], [-3.664859, 1.051568, -0.252027], [4.958741, -2.349232, -0.833127], [5.573741, -1.044332, 0.186973], [5.514241, -0.829132, -1.567727], [4.312041, 1.253168, -0.626227], [3.190041, 3.254268, -0.538027], [1.663741, 3.216768, 0.381573], [1.612341, 3.191068, -1.360327], [-1.378359, 3.524168, -0.070227], [-3.425359, 4.900968, -0.284627], [-5.620659, 3.797768, -0.465427], [-5.766559, 1.326368, -0.482927], [-3.727859, -0.026032, -0.251827], [-0.399159, -2.254432, 3.646473], [1.127941, -2.801132, 2.922673], [2.080241, -1.395032, 2.463573], [0.782041, -3.707032, 1.681873], [0.907841, -4.897632, 1.835373], [0.357441, -3.098432, 0.661573], [1.681241, -3.377032, 3.667573], [-3.051959, -2.541132, 1.215373], [-1.962559, -3.116832, -0.961527], [-3.954659, -3.065532, -2.488927], [-1.293759, -5.519132, -0.816327], [-0.155259, -1.937532, -2.378727]],
  "forces_ev_per_a": [[-0.158, 0.237, -0.500], [-0.337, -0.130, -0.009], [0.151, 0.046, -0.015], [0.035, -0.279, 0.041], [-0.148, -0.007, 0.107], [0.206, 0.154, 0.002], [0.046, -0.122, -0.035], [-0.082, -0.840, 0.338], [-0.902, 1.139, -0.159], [1.203, -0.106, -0.207], [0.311, -0.252, 0.231], [-0.388, 0.252, 0.071], [0.032, -0.084, 0.003], [-0.031, 0.052, 0.008], [-0.099, 0.005, -0.025], [-0.052, 0.067, -0.004], [0.280, -0.181, 0.008], [0.022, -0.037, -0.025], [0.067, 0.059, 0.061], [0.030, 0.072, -0.027], [0.071, 0.060, -0.055], [0.134, -0.003, -0.018], [0.005, 0.042, 0.014], [-0.032, 0.059, -0.053], [0.097, 0.059, -0.018], [0.008, 0.034, 0.044], [-0.136, 0.057, -0.036], [-0.078, -0.025, 0.034], [0.030, -0.116, -0.020], [-0.032, -0.064, 0.141], [-0.299, -0.584, -0.159], [0.517, 0.247, 0.462], [0.550, 0.285, 1.234], [-0.001, -0.517, 0.089], [-0.308, 0.816, -1.032], [-0.165, 0.171, -0.237], [-0.015, -0.254, -0.337], [-0.655, 0.293, -1.716], [0.719, -0.171, 1.042], [-0.034, 0.015, 0.010], [-0.560, -0.450, 0.746]],
  "lumo_energy_ha": [0.0600, 0.0198],
  "homo_energy_ev": [-4.160, -4.665],
  "e_tot_ev": -321707.420,
  "spin_multiplicity": 5,
  "charge": -1,
  "s2": 6.04,
  "e_above_lowest_kcal_mol": 21.7
}

=====

Record 2
{
  "formula": "C2H2Cl3P",
  "method": "the ωB97M-V functional and the def2-TZVPD basis",
  "symbols": ["H", "P", "C", "Cl", "C", "Cl", "Cl", "H"],
  "positions_angstrom": [[2.549518, 0.959550, 1.070318], [1.066704, 1.255767, 1.037832], [0.465857, -0.246364, -0.039225], [1.271263, -1.763460, -0.267798], [-0.882324, -0.099665, -0.473071], [-1.453048, 1.534346, -0.709919], [-1.787533, -1.077842, 0.740523], [-1.230436, -0.562332, -1.358657]],
  "forces_ev_per_a": [[-1.617, -0.241, 0.078], [0.581, -3.327, -2.575], [4.128, 3.561, 2.828], [-0.405, 0.890, -0.109], [-2.040, -0.765, -0.077], [-0.312, 0.548, 0.400], [-0.932, 0.102, 0.510], [0.597, -0.767, -1.055]],
  "lumo_energy_ha": [-0.0489, -0.0424],
  "homo_energy_ev": [-8.823, -8.908],
  "smiles": "[H]/P=C(\\Cl)C(Cl)Cl",
  "e_tot_ev": -48959.744,
  "e_above_lowest_kcal_mol": 80.1
}